Entry 1:
Below is C32H57As3N5O3Rb as an isolated structure in a non-equilibrium geometry, with properties calculated with ωB97M-V/def2-TZVPD.

XYZ file:
```
101
Properties=species:S:1:pos:R:3:forces:R:3:mulliken_charge:R:1
Rb 13.63040 13.31611 7.47032 0.1 -0.5 0.4 0.8366
N 13.54291 12.67982 10.19827 -2.8 -1.2 -0.4 -0.1473
C 13.29300 12.91457 11.52198 -1.0 0.1 -0.5 -0.3804
C 12.06586 12.49816 12.12249 -0.7 -0.4 0.0 -0.2375
C 11.82862 12.68349 13.47144 0.0 -0.3 -0.2 -0.4017
C 12.81891 13.26878 14.27268 0.7 0.7 1.4 -0.6312
C 13.95458 13.82797 13.68952 -0.1 -1.6 -2.5 -1.0135
C 14.23265 13.65271 12.26582 -1.5 -0.2 2.6 0.8436
C 15.52682 13.97617 11.68894 1.1 0.2 0.1 0.9153
C 16.49729 14.72420 12.37784 1.0 -0.3 0.1 -0.5381
C 17.76388 14.88364 11.76490 -0.6 0.3 0.2 -0.6261
C 17.98033 14.35864 10.48153 -0.1 0.2 0.8 -0.6156
C 17.00508 13.60644 9.81655 1.5 1.5 2.0 -0.0520
C 15.82078 13.38337 10.43824 -0.1 0.7 -0.3 0.4189
H 13.44988 11.68951 9.94409 -0.5 0.5 0.2 0.0278
H 14.69418 12.92484 10.03647 0.9 -0.2 0.1 -0.7533
H 11.25290 11.97510 11.52103 1.4 0.8 0.5 0.0403
H 10.87177 12.33179 13.87120 0.4 0.1 0.1 0.3964
H 12.78188 13.24289 15.40311 -0.3 0.2 -1.4 0.2534
H 14.80672 14.15839 14.23646 0.0 0.4 0.8 0.2232
H 16.39255 15.07402 13.43539 -0.1 -0.1 -1.2 0.2151
H 18.50994 15.48497 12.32193 -0.3 -0.6 -0.6 0.3260
H 18.91249 14.48832 9.98857 0.9 0.4 -0.2 0.4251
H 17.30498 13.27597 8.86080 -0.1 -0.8 -1.2 0.4704
N 16.24770 8.46630 8.96188 1.3 2.5 0.2 -0.6883
C 15.54638 8.83356 7.71944 -1.3 -1.7 -0.6 -0.0518
C 16.51461 9.07398 6.55965 -0.1 -0.1 -0.8 -0.9373
C 17.59208 10.06546 6.95198 0.5 1.4 1.0 -0.4161
C 18.93731 9.46643 7.39344 0.6 -0.8 0.3 -1.0829
N 18.72781 8.12321 7.98953 1.5 -0.7 -0.3 0.0621
C 19.70109 7.20921 8.08698 0.0 1.6 0.6 0.6773
N 21.02312 7.57859 8.05744 -0.8 -1.0 -0.3 -0.3756
N 19.40090 5.90332 8.27656 -0.9 -1.0 -0.2 -0.4086
C 14.53235 10.05897 7.87772 1.2 0.2 1.1 0.2984
O 13.52282 10.09868 7.17944 -0.5 -0.3 -1.0 -0.7338
O 14.89250 10.93291 8.71566 0.6 -1.0 -0.7 -0.6572
H 15.86446 7.75417 9.52393 -1.1 -0.9 0.3 0.2506
H 16.24088 9.33142 9.55322 0.0 -0.7 -0.5 0.1959
H 15.01660 7.92318 7.37444 -0.4 0.6 0.4 0.3732
H 15.88961 9.48780 5.73396 0.5 -0.2 0.5 0.4867
H 16.97302 8.12533 6.12692 -0.6 0.9 0.7 0.3853
H 17.24326 10.75543 7.78745 0.1 -0.8 -1.1 -0.0696
H 17.82534 10.68400 6.08954 0.0 0.3 0.0 0.5340
H 19.51887 10.05999 8.10885 -0.5 0.4 0.0 0.4544
H 19.60495 9.36600 6.53961 0.0 -0.3 -0.2 0.5195
H 17.79155 8.09649 8.52317 -0.4 -0.4 -0.2 0.2650
H 21.39321 8.51292 8.16887 -0.7 -0.1 0.0 0.2205
H 21.70318 6.83838 8.04251 0.1 0.1 -0.1 0.1997
H 18.44945 5.56923 8.06343 0.8 0.7 0.2 0.2306
H 20.02575 5.12845 8.52421 0.0 1.2 -0.1 0.2056
C 6.87488 12.76557 7.92133 1.2 0.2 -0.4 -1.1754
As 8.17919 11.26046 7.59819 0.7 0.8 1.0 0.2818
C 9.93640 12.35386 7.95386 -1.6 -1.4 0.5 -0.9103
C 7.87775 10.37216 9.43512 0.4 1.0 -0.5 -1.8172
C 7.10301 9.04822 9.44514 0.4 0.4 -0.9 3.3264
C 5.91104 9.29801 8.48905 -1.3 0.8 0.3 -2.1624
C 7.93069 7.81297 8.93127 -0.8 -1.7 -0.2 -1.9982
As 9.92108 7.66420 8.81761 1.0 0.6 -0.4 0.5297
C 10.34730 8.06987 6.86393 -0.2 0.8 1.7 -1.1004
C 10.24009 5.70125 8.54182 -1.1 0.7 0.2 -1.0713
C 6.50068 8.82601 10.84320 -0.5 -0.1 0.5 -2.1728
As 7.40590 8.02890 12.46820 0.0 0.3 -1.4 0.2661
C 5.84143 8.68414 13.47568 1.2 0.5 0.9 -1.1310
C 8.75781 9.45014 12.85838 -0.3 0.8 -0.5 -0.6539
H 7.15025 13.30769 8.85820 -0.5 -0.5 -0.7 0.3001
H 5.89400 12.30061 7.93787 -0.2 0.3 0.2 0.3601
H 6.95057 13.45577 7.04827 -0.2 -0.4 0.7 0.4159
H 10.01193 12.70027 8.99126 0.0 0.0 -0.3 0.3123
H 9.94264 13.16454 7.24711 0.0 0.4 -0.3 0.5101
H 10.71165 11.62734 7.74178 0.4 0.0 0.0 0.0272
H 7.34011 11.14931 9.99489 -0.2 -0.3 -0.1 0.6033
H 8.82673 10.32398 9.93748 0.7 -0.3 0.0 0.3086
H 6.10596 9.42210 7.41862 0.5 -0.7 0.1 0.5395
H 5.38277 10.27259 8.68212 0.6 -0.7 0.5 0.2970
H 5.12957 8.55762 8.66489 0.1 -0.3 -0.4 0.4863
H 7.57863 7.45954 7.94760 -0.1 0.6 0.1 0.5299
H 7.65389 6.91621 9.54799 0.3 0.8 -0.1 0.4150
H 11.27135 7.52234 6.66886 -0.3 0.0 -0.3 0.4256
H 10.54229 9.14158 6.78952 0.1 -0.1 -0.1 0.0960
H 9.48471 7.84367 6.26194 -0.1 -0.5 -0.5 0.3927
H 10.95438 5.34503 9.25348 0.5 -0.1 0.5 0.3260
H 10.62528 5.54095 7.53818 -0.3 -0.1 0.0 0.3158
H 9.29048 5.20103 8.74486 0.1 -0.3 -0.4 0.3426
H 5.62850 8.13246 10.77423 0.4 0.5 -0.2 0.4958
H 6.11158 9.80163 11.22219 0.1 -0.6 -0.4 0.6418
H 4.91896 8.38128 12.98562 0.0 -0.1 0.3 0.3371
H 5.97912 9.77191 13.42371 -0.5 -0.2 0.1 0.3498
H 5.95282 8.37852 14.53684 -0.5 0.1 -0.7 0.3425
H 8.25557 10.18837 13.55614 1.0 -0.7 -0.7 0.3438
H 9.17140 10.00297 11.92300 -0.8 -1.1 1.7 -0.0286
H 9.56084 8.86254 13.32808 -0.1 0.8 0.1 0.3700
C 11.52147 18.14755 6.98873 -0.3 -2.9 -0.7 -1.1683
C 12.23152 16.95472 7.70903 0.4 0.1 -1.6 0.7232
C 13.00858 17.43993 8.85966 1.3 0.9 1.0 -0.9574
O 12.30834 15.78642 7.30763 -0.7 2.3 0.5 -0.5306
H 11.50522 19.00172 7.59103 -0.2 1.1 1.0 0.4209
H 10.50523 17.82682 6.71314 0.4 0.3 -0.2 0.3185
H 12.12952 18.38092 6.11314 -0.2 -0.1 -0.2 0.2945
H 12.55081 17.06800 9.76464 0.1 -0.3 0.5 0.2671
H 13.08467 18.54618 8.96923 -0.4 -0.8 -0.3 0.3427
H 14.05479 17.11651 8.80372 -0.3 -0.5 0.2 0.2886
```
Positions in Å, forces in eV/Å.

Values from the calculation:
lowest unoccupied orbital energy	-0.607	eV

---

Entry 2:
Below is C32H57Br2N4O7P3SbV as an isolated structure in a non-equilibrium geometry, with properties calculated with ωB97M-V/def2-TZVPD.

XYZ file:
```
107
Properties=species:S:1:pos:R:3:forces:R:3:mulliken_charge:R:1
V -0.17248 0.08211 -0.55447 -1.3 -0.6 0.2 -0.1037
C -4.82470 0.96993 1.62415 0.0 0.0 0.0 -1.2086
C -4.39264 0.27714 2.90097 0.0 0.0 -0.2 0.6775
C -5.03481 -1.07418 3.08536 -0.1 -0.2 0.0 -1.3948
O -2.94676 0.03699 2.95288 -0.4 -0.2 0.2 0.0861
P -1.82064 0.71254 2.10630 0.2 -0.4 -0.4 -0.5328
O -1.92731 0.39576 0.63864 0.5 0.2 0.5 0.1316
C -0.37818 0.01228 2.93932 -0.1 0.0 -0.2 -0.2134
P 0.40201 -1.45306 2.19063 -0.1 0.0 -0.4 -0.4543
O 0.16574 -1.58626 0.71748 0.0 0.2 0.6 -0.8808
O -0.10765 -2.69130 3.00470 -0.1 -0.1 0.3 0.4680
C -1.50247 -2.99809 3.33455 0.1 0.0 -0.3 2.3131
C -1.70357 -2.79978 4.81671 0.1 0.0 0.2 -1.5812
C -1.75265 -4.41973 2.89353 -0.1 -0.1 0.0 -1.5637
O 1.91883 -1.37683 2.49624 0.2 -0.1 0.0 -0.2782
C 2.71594 -1.72735 3.67690 -0.1 0.1 -0.1 0.4629
C 2.12225 -1.13866 4.93575 -0.1 0.0 0.1 -1.0452
C 2.92677 -3.22292 3.71910 -0.1 -0.1 0.0 -1.3013
O -1.92407 2.25244 2.27306 0.2 0.4 0.0 0.1630
C -1.58037 3.15727 3.38143 0.0 -0.2 0.0 0.4721
C -0.16083 3.67491 3.17560 0.1 0.0 0.0 -0.5913
C -1.82390 2.51158 4.72981 0.1 0.0 0.1 -1.5102
H -5.88959 1.19780 1.69220 0.0 0.0 0.0 0.6008
H -4.66604 0.32184 0.76196 0.0 0.0 0.0 0.0728
H -4.28934 1.90726 1.45780 -0.1 -0.1 0.0 0.2617
H -4.61627 0.90848 3.75845 0.1 0.1 0.1 0.3167
H -4.81220 -1.72114 2.23074 0.0 0.0 0.1 0.1970
H -6.11802 -0.96238 3.16296 0.1 0.0 0.0 0.5083
H -4.67444 -1.55455 3.99668 0.0 0.0 0.0 0.2583
H -0.70584 -0.27328 3.93668 0.1 0.1 0.1 0.8429
H 0.40038 0.77667 3.00091 0.0 0.0 0.0 0.4004
H -2.14814 -2.32045 2.77488 0.0 0.1 -0.1 -1.0498
H -1.01559 -3.43982 5.37507 -0.1 0.0 0.0 0.3612
H -2.72445 -3.07763 5.08662 0.0 0.0 0.0 0.4711
H -1.54363 -1.76462 5.12780 0.0 -0.1 0.0 0.1828
H -1.07538 -5.09947 3.41587 0.0 0.0 0.0 0.3920
H -1.60576 -4.53184 1.81989 0.0 0.0 0.0 0.3243
H -2.78121 -4.70275 3.12993 0.1 0.0 0.0 0.4026
H 3.65964 -1.23256 3.46522 0.1 0.1 -0.1 0.4562
H 1.18872 -1.63716 5.20298 0.0 0.0 0.0 0.1651
H 1.95225 -0.06420 4.82488 0.0 -0.2 0.0 0.1050
H 2.82513 -1.28185 5.75681 0.0 0.0 0.0 0.5493
H 1.99043 -3.74724 3.92218 0.1 0.0 0.0 0.1175
H 3.63878 -3.45941 4.51138 0.0 0.0 0.0 0.4967
H 3.33382 -3.58045 2.77259 0.0 0.0 0.0 0.3420
H -2.29529 3.96175 3.24611 -0.1 0.1 0.0 0.5402
H 0.41902 3.60530 4.09877 0.0 0.0 -0.1 0.4395
H -0.16152 4.71593 2.85191 0.0 0.0 0.0 0.2701
H 0.35274 3.09294 2.40813 0.0 0.0 0.1 -0.2197
H -1.08903 1.72863 4.94308 -0.1 0.1 0.0 0.3132
H -2.82739 2.09147 4.80652 0.0 0.0 0.0 0.1807
H -1.71738 3.27671 5.50042 0.0 0.0 0.0 0.5353
C 0.75393 -0.70058 -3.82028 0.0 0.0 0.0 -1.5465
C 1.86076 -0.52788 -2.83292 0.1 0.0 0.0 0.8699
C 3.18255 -0.79987 -3.25149 -0.2 -0.1 -0.2 -1.0271
C 4.22468 -0.62619 -2.40380 0.2 0.0 0.1 -1.2336
C 3.99897 -0.10331 -1.11063 0.0 -0.1 0.0 1.2614
C 5.01907 0.20896 -0.18101 0.0 0.0 -0.1 -0.1986
Br 6.82917 -0.15750 -0.57324 0.1 0.0 0.0 -0.2168
C 4.70448 0.79099 1.00848 -0.2 0.1 0.1 -0.3883
C 3.36579 1.09136 1.31869 0.5 0.0 0.2 0.1359
Br 3.00920 1.88612 2.99541 0.0 0.1 0.0 -0.0420
C 2.31920 0.79536 0.47912 -0.7 0.0 -0.2 -0.2386
O 1.05702 1.07423 0.70753 0.8 0.1 0.3 -0.9869
C 2.66663 0.15402 -0.75528 -0.2 0.1 -0.2 -0.3446
N 1.60184 -0.11934 -1.60597 1.1 0.2 0.0 0.8572
H 1.09175 -0.39318 -4.80955 0.0 0.0 0.0 0.6152
H -0.12113 -0.11899 -3.53864 0.0 0.0 0.0 -0.0581
H 0.47085 -1.74829 -3.88746 0.0 -0.1 0.0 0.3459
H 3.34218 -1.15175 -4.26300 0.0 0.0 0.0 0.5723
H 5.23595 -0.84995 -2.71791 0.0 0.0 0.0 0.3966
H 5.48234 1.03728 1.71663 0.0 0.0 0.0 0.5261
C -1.01937 4.12461 -0.57236 0.0 -0.1 0.1 -1.2707
Sb -0.75152 2.35632 -1.74330 -0.3 0.6 -0.4 1.0102
C 0.80430 3.14020 -2.97262 0.1 0.0 0.0 -1.3229
C -2.38675 2.71612 -3.07217 0.0 0.0 -0.1 -1.5313
H -1.42505 4.91393 -1.20369 0.0 0.0 0.0 0.5592
H -0.05148 4.43556 -0.17773 0.0 0.0 0.0 0.3531
H -1.69751 3.92810 0.25801 0.0 0.0 0.0 0.1870
H 0.46973 4.06264 -3.44858 0.0 0.0 0.0 0.4451
H 1.09835 2.42246 -3.74026 0.0 0.0 0.0 0.3614
H 1.66923 3.35129 -2.34108 0.0 0.0 -0.1 0.3748
H -2.35266 3.75219 -3.41379 0.0 -0.1 0.0 0.5343
H -3.32939 2.53798 -2.55305 0.0 0.0 0.0 0.4061
H -2.33001 2.05232 -3.93737 0.0 0.0 0.1 0.4018
C -3.34892 -4.17770 -1.84660 0.1 0.2 0.0 -0.9462
N -3.67298 -3.31596 -0.70887 0.1 0.1 0.0 0.2156
C -4.78858 -2.43949 -1.08220 0.2 0.0 -0.1 -0.7419
N -4.55112 -1.65343 -2.29372 0.1 0.0 0.1 0.2448
C -4.20550 -2.57250 -3.37713 0.1 0.0 0.1 -1.0591
N -3.05986 -3.43647 -3.07463 -0.1 0.0 0.0 0.2009
C -1.81938 -2.66863 -2.98422 -0.1 0.1 0.1 -1.6919
P -1.85225 -1.38700 -1.62418 -0.4 -0.3 -0.2 2.7552
C -2.50380 -2.53488 -0.30257 -0.1 0.1 -0.2 -0.1894
C -3.49152 -0.65310 -2.09449 -0.1 -0.3 0.0 -1.2135
H -4.20066 -4.83138 -2.03651 0.0 0.0 0.0 0.3334
H -2.48765 -4.79688 -1.59005 0.0 0.0 0.0 0.3611
H -4.99262 -1.75648 -0.25506 0.0 0.0 0.0 0.1559
H -5.67072 -3.06061 -1.24465 0.0 0.0 0.0 0.3524
H -3.99559 -1.99914 -4.28064 0.0 0.0 0.0 0.3932
H -5.06640 -3.21285 -3.56732 0.0 0.0 0.0 0.3222
H -1.66400 -2.16235 -3.93483 0.0 0.0 -0.1 0.4977
H -0.97717 -3.34438 -2.82658 0.0 -0.1 0.0 0.3731
H -2.76076 -1.92547 0.56464 0.0 0.0 0.0 -1.1983
H -1.69135 -3.19965 -0.01385 0.0 -0.1 0.0 0.6348
H -3.36679 -0.07673 -3.01195 0.0 0.0 -0.1 0.4057
H -3.78066 0.04862 -1.31089 0.0 0.0 0.0 0.0372
```
Positions in Å, forces in eV/Å.

Values from the calculation:
lowest unoccupied orbital energy (alpha / beta)	-2.510 / -2.475	eV
total charge	+1
⟨S²⟩	0.7604
spin multiplicity	2

---

Calculated total energy list, top to bottom, in eV: -230867.4813; -254580.6336